79
Properties=species:S:1:pos:R:3 method="wB97M-V/def2-TZVPD" homo_lumo_gap_ev=5.4 charge=-1 homo_energy_ev=-4.4 lumo_energy_ev=1.0 e_tot_ha=-78451.76406 molar_mass_g_mol=2708.502
C 2.20127 -2.67610 -0.84341
C 1.39447 -2.40226 -2.24311
C 0.71202 -0.91905 -2.37929
C 0.05174 -0.32346 -1.00243
C -0.97371 0.93874 -1.39348
O -0.53755 2.24854 -0.80445
P 1.21177 2.08749 -0.54028
C 3.11235 2.27244 -0.55868
C 3.94477 0.85733 -0.66811
O 3.86005 0.22279 -1.99393
O 1.12566 0.36981 -0.26863
H 1.50136 -3.29525 -0.13896
H 2.67268 -1.72933 -0.34274
H 3.11959 -3.38752 -1.11813
H 0.53291 -3.21344 -2.30853
H 2.14202 -2.56727 -3.13642
H -0.18901 -1.03693 -3.15368
H 1.41855 -0.09698 -2.85933
H -0.61674 -1.11176 -0.45372
H -1.11390 1.04579 -2.57203
H -2.10672 0.83632 -1.04297
H 1.08189 2.15200 0.92204
H 1.21166 3.54784 -0.47411
H 1.22162 2.00781 -2.00640
H 3.43952 2.76301 0.47640
H 3.40658 2.96916 -1.46999
H 3.67637 0.12939 0.22872
H 5.09511 1.13032 -0.50406
H 4.57791 -0.46741 -2.13020
C -1.45128 -5.06956 0.97933
Br -2.90662 -5.40110 -0.26819
Br 0.00516 -6.33787 0.74611
Br -0.82888 -3.22852 0.89260
H -1.85195 -5.22449 1.98655
C 1.39783 -2.29429 -6.49973
Br -0.16454 -1.15409 -6.29194
Br 3.04808 -1.33758 -6.11815
Br 1.24782 -3.92584 -5.45096
H 1.43772 -2.59338 -7.55234
C -0.79732 6.18668 0.90818
Br 0.86255 5.75970 -0.01201
Br -1.09038 5.03167 2.44580
Br -0.89533 8.06941 1.38787
H -1.61261 5.99351 0.20319
C -4.12582 7.53025 -2.12714
Br -3.65620 5.73218 -1.55212
Br -3.85096 8.83744 -0.71296
Br -3.20287 8.03062 -3.76487
H -5.19725 7.52413 -2.35305
C -4.55565 -1.20577 1.51822
Br -2.98055 -0.20623 0.96666
Br -5.78723 -1.48984 0.03946
Br -4.08224 -2.87548 2.39703
H -5.08056 -0.59263 2.25820
C -8.44919 -4.68067 -0.87743
Br -8.97199 -4.50533 0.98810
Br -8.95072 -3.11666 -1.91981
Br -6.55832 -5.09843 -1.06300
H -9.00595 -5.52991 -1.28709
C -0.50150 8.04149 5.26961
Br -2.06387 9.18169 5.47741
Br 1.14875 8.99820 5.65119
Br -0.65151 6.40994 6.31839
H -0.46161 7.74240 4.21701
C 3.14702 -3.59284 2.98617
Br 4.55414 -4.15720 1.76726
Br 2.30386 -1.93972 2.40267
Br 1.84214 -5.00369 3.28814
H 3.62309 -3.38595 3.95031
C -0.49530 -9.83959 2.45360
Br -0.35025 -11.72251 1.98689
Br -2.23862 -9.41186 3.20334
Br 0.95383 -9.26914 3.61935
H -0.39941 -9.27108 1.52267
C 6.17482 4.42939 2.24851
Br 4.60698 5.51440 2.63435
Br 5.76892 2.52754 2.29764
Br 7.01858 4.94652 0.57369
H 6.90095 4.62202 3.04516